Entry 1:
51
Properties=species:S:1:pos:R:3:forces:R:3:nbo_charge:R:1 method="wB97M-V/def2-TZVPD" lumo_ev=-4.17 mol_weight_g_mol=442.383 fmax_ev_per_a=1.6 orbital_gap_ha=0.2597 charge=+1
C 5.106242 2.829692 -0.376669 0.1 1.0 0.2 -0.632
C 3.662452 3.245400 -0.736894 0.3 -0.8 0.3 -0.418
C 2.844014 2.140186 -1.475277 -0.8 0.7 1.0 -0.379
I 3.600775 1.699349 -3.430265 -0.1 0.1 0.2 0.192
C 2.646230 0.899773 -0.591927 0.7 0.6 -1.2 0.268
C 3.537746 -0.145859 -0.722184 0.4 -1.1 0.3 -0.228
C 3.391470 -1.309669 0.018205 -0.2 0.7 0.0 -0.083
C 2.327043 -1.365999 0.914975 0.8 -0.9 -0.3 -0.224
C 1.470066 -0.308314 1.028451 -0.3 0.1 1.5 0.111
S 0.110588 -0.510800 2.180736 -0.6 -0.2 -0.2 0.044
N 1.631995 0.821408 0.293519 0.1 0.3 0.5 -0.294
C 0.679491 1.956923 0.469837 -0.3 0.6 -1.1 -0.236
C -0.425306 1.841869 -0.627403 -0.1 0.3 0.5 -0.447
C -1.888473 2.019686 -0.121397 -0.4 -0.9 -0.8 -0.070
O -2.066122 1.765650 1.257660 0.4 1.1 -0.1 -0.554
C -2.628152 2.896809 1.942628 -0.1 -0.3 0.1 -0.255
H 5.825532 3.167521 -1.133435 -0.2 -0.5 0.0 0.235
H 5.387366 3.370435 0.540589 0.0 -0.2 -0.3 0.231
H 5.227970 1.765378 -0.150225 -0.1 0.2 -0.2 0.205
H 3.144449 3.458528 0.214245 0.0 -0.1 -0.3 0.204
H 3.625547 4.178695 -1.310873 0.1 -0.3 0.0 0.241
H 1.852069 2.577666 -1.632843 0.3 -0.3 -0.4 0.242
H 4.383284 -0.107026 -1.402021 -0.4 0.4 0.0 0.264
H 4.113121 -2.114701 -0.097985 -0.3 0.1 0.1 0.253
H 2.193151 -2.254116 1.526948 -0.2 0.3 -0.1 0.267
H 0.527846 -0.019021 3.373805 0.6 0.1 -0.6 0.173
H 1.216153 2.893277 0.291365 0.1 -0.4 0.2 0.227
H 0.301886 2.012902 1.490970 0.0 -0.5 -0.3 0.267
H -0.247241 2.634200 -1.369038 0.0 -0.4 0.1 0.222
H -0.323716 0.878192 -1.142465 0.0 0.2 0.2 0.223
H -2.503925 1.280072 -0.665028 0.2 0.2 0.1 0.201
H -2.279853 2.995419 -0.446635 0.2 -0.1 0.5 0.187
H -3.721999 2.833570 1.844822 0.3 0.3 0.2 0.193
H -2.255438 3.851841 1.541548 -0.1 -0.3 0.0 0.171
H -2.321316 2.858646 2.995492 -0.2 -0.2 -0.2 0.195
C -3.863493 -3.945850 1.388974 0.0 -0.2 0.1 -0.257
O -3.234806 -4.714434 0.375301 0.0 0.3 0.0 -0.552
C -3.759847 -4.458186 -0.919970 0.2 -0.3 0.1 -0.091
C -2.871207 -3.515246 -1.704862 -0.3 0.1 -0.2 -0.091
O -2.829357 -2.218287 -1.117525 0.2 -0.1 0.1 -0.549
C -1.674820 -2.009276 -0.333036 -0.1 0.1 -0.1 -0.263
H -3.233617 -3.986940 2.277912 0.0 -0.1 0.0 0.188
H -3.987023 -2.901543 1.093910 0.0 0.0 0.0 0.175
H -4.839146 -4.375853 1.635192 0.0 0.1 0.0 0.177
H -4.778841 -4.065301 -0.852967 0.0 0.1 0.0 0.180
H -3.808101 -5.416186 -1.445269 0.0 0.0 0.0 0.193
H -3.284854 -3.398270 -2.710398 0.0 0.0 0.0 0.192
H -1.862196 -3.927747 -1.804112 0.0 0.0 0.1 0.173
H -0.813562 -1.799891 -0.984439 0.1 -0.1 0.1 0.149
H -1.449632 -2.865583 0.308121 0.0 0.0 0.0 0.191
H -1.854442 -1.138989 0.299937 -0.1 0.0 -0.1 0.188



Entry 2:
11
Properties=species:S:1:pos:R:3:forces:R:3:nbo_charge:R:1 method="wB97M-V/def2-TZVPD" lumo_ev="0.06 / 0.07" mol_weight_g_mol=74.079 fmax_ev_per_a=4.8 orbital_gap_ha="0.3020 / 0.3021"
O -2.491566 0.637743 0.408503 3.2 2.9 -1.4 -0.624
C -1.184024 0.454908 -0.064769 -1.6 -2.8 3.5 0.173
C 1.340423 -1.185635 -0.369425 2.3 2.5 -1.0 -0.506
C 1.314019 0.063114 0.226949 -1.0 -3.6 -0.7 0.124
O 0.415423 0.135568 1.147195 -2.2 2.5 1.5 -0.657
H -2.506576 1.610224 0.330584 -1.3 -0.1 0.6 0.479
H -1.193995 -0.612755 0.108201 1.6 -0.1 -1.8 0.236
H -0.546366 1.231207 -0.482966 -0.8 -0.4 -0.5 0.227
H 2.134096 -1.177062 -1.111065 -0.1 -1.0 -0.4 0.181
H 0.815464 -2.101826 -0.100206 0.0 0.6 0.2 0.212
H 1.903097 0.944509 -0.093001 -0.1 -0.5 0.1 0.156



Entry 3:
75
Properties=species:S:1:pos:R:3:forces:R:3:mulliken_charge:R:1 method="wB97M-V/def2-TZVPD" lumo_ev=-2.47 mol_weight_g_mol=443.515 fmax_ev_per_a=3.9 orbital_gap_ha=0.1528 charge=+1
Br -8.789650 -13.222880 -1.728990 0.1 -0.3 0.0 -0.989
C 2.677980 -14.706890 -3.270380 -0.9 1.8 -1.1 -0.931
N 2.198020 -13.212640 -3.286790 3.6 0.7 1.3 -0.155
C 3.500090 -12.381220 -2.985100 -0.1 -0.2 -0.3 -0.955
C 1.608700 -12.837570 -4.712370 -0.3 0.0 3.1 -0.719
C 1.403820 -12.847740 -1.980880 -2.5 -1.9 -0.7 -0.417
C 0.032000 -13.648260 -1.921290 0.1 -0.2 1.0 -0.680
O -0.980460 -13.306670 -2.818230 0.3 0.9 -1.3 -0.523
H 3.338320 -14.885950 -2.421850 -0.6 -0.1 0.1 0.319
H 3.252400 -14.798510 -4.192200 0.1 -0.1 0.1 0.418
H 1.758920 -15.277220 -3.405140 0.4 -0.4 0.6 0.431
H 4.332590 -12.522220 -3.674430 -0.6 -0.1 -0.7 0.363
H 3.943590 -12.689860 -2.038440 -0.5 -0.2 0.2 0.438
H 3.247350 -11.324470 -2.898510 -0.1 -0.1 -0.3 0.404
H 1.440020 -11.774250 -4.542110 -0.5 -0.1 -0.7 0.346
H 0.708730 -13.451960 -4.686220 -0.2 0.5 -0.7 0.376
H 2.282560 -13.017450 -5.550020 0.2 -0.3 0.5 0.312
H 1.292530 -11.789680 -1.743750 -0.2 0.3 -1.3 0.462
H 1.978150 -13.136180 -1.100520 0.3 -0.8 -0.4 0.371
H -0.464480 -13.565140 -0.954490 1.0 0.5 0.7 0.487
H 0.148420 -14.728330 -2.010790 1.0 -0.2 0.0 0.299
H -1.789830 -13.660970 -2.442750 -0.3 0.2 -0.2 0.353
C -7.962410 -25.659740 0.089980 -0.2 0.6 -0.3 -1.277
C -7.707910 -24.502130 -0.954720 0.5 -0.4 1.6 -0.465
C -8.419850 -23.169260 -0.563470 -1.4 0.4 -1.2 -0.752
C -8.395610 -22.054270 -1.663690 1.1 -0.6 -0.7 -1.337
P -9.340970 -20.579150 -1.442760 -0.6 1.3 0.8 0.576
C -8.565780 -19.807900 -0.008540 0.4 -0.4 -0.8 -1.007
C -7.068980 -19.576680 -0.121590 1.5 1.8 0.4 -0.513
C -6.431730 -19.069820 1.190690 0.0 0.1 1.9 -0.772
C -6.975900 -17.762940 1.793010 -0.1 -0.1 -0.8 -1.137
C -11.020590 -20.951320 -0.857950 0.3 -0.5 -0.3 -1.098
C -11.998460 -19.787400 -0.616640 -0.2 -0.2 -1.2 -0.646
C -12.609750 -19.384080 -1.974460 -0.3 0.5 -0.6 0.152
C -13.941910 -18.648200 -2.061100 -0.3 0.9 0.9 -1.597
C -9.442660 -19.565230 -2.956700 0.0 -0.8 -0.6 -0.848
C -10.157170 -20.271020 -4.164220 -0.6 0.1 -1.0 -0.232
C -10.066100 -19.570190 -5.568660 -0.3 2.9 2.3 -0.773
C -10.748160 -18.093330 -5.408150 0.5 -1.5 -1.6 -1.096
H -8.990300 -26.020560 0.053480 0.0 0.1 0.3 0.320
H -7.665630 -25.316740 1.081130 -0.7 0.5 0.2 0.329
H -7.316770 -26.537870 0.077260 0.1 0.0 -1.1 0.399
H -7.864700 -24.781780 -1.996500 -0.5 0.0 0.1 0.384
H -6.627250 -24.395220 -0.860720 0.1 0.6 -0.3 0.313
H -8.232640 -22.782090 0.438110 1.0 0.0 -0.1 0.392
H -9.505160 -23.223340 -0.478180 -0.3 -1.4 0.1 0.377
H -8.732890 -22.358100 -2.654660 -0.2 -0.9 0.0 0.594
H -7.388980 -21.711920 -1.903650 0.2 0.2 0.2 0.650
H -8.727330 -20.614230 0.706890 -0.2 0.2 0.5 0.576
H -9.147130 -18.927200 0.264420 0.3 0.1 0.2 0.659
H -6.794110 -18.800530 -0.835820 -0.7 0.5 -0.3 0.363
H -6.402260 -20.341040 -0.520750 -0.7 -0.9 0.4 0.351
H -5.350110 -18.959450 1.113330 0.0 -0.3 -0.3 0.376
H -6.630520 -19.710770 2.049620 0.3 -1.1 -0.4 0.331
H -8.049380 -17.930430 1.880680 -0.3 1.0 -0.6 0.257
H -6.584300 -16.950750 1.180550 -1.0 0.4 0.0 0.322
H -6.739370 -17.511500 2.826910 0.8 -0.6 0.0 0.379
H -10.833100 -21.540000 0.040040 -0.2 -0.2 0.0 0.686
H -11.376030 -21.591170 -1.665630 -0.4 -0.4 0.2 0.587
H -11.403120 -18.985710 -0.179640 -0.6 0.4 0.2 0.244
H -12.858160 -20.054960 -0.002280 0.5 -0.3 0.6 0.410
H -12.788930 -20.233630 -2.633440 0.7 -0.4 0.2 0.244
H -11.898280 -18.705810 -2.445490 -0.1 -0.2 -0.3 0.002
H -14.002440 -18.149120 -3.028230 0.0 0.2 0.1 0.357
H -13.994540 -17.907750 -1.262930 0.0 0.4 -0.2 0.379
H -14.880690 -19.192780 -1.960000 0.3 -0.7 0.1 0.371
H -8.436840 -19.249190 -3.233360 0.1 0.0 0.0 0.697
H -9.990980 -18.677270 -2.642090 0.1 0.1 -0.1 0.548
H -11.234130 -20.301140 -3.998810 0.1 -0.1 0.4 -0.117
H -9.872080 -21.307670 -4.343600 0.4 -0.1 0.5 0.333
H -10.574150 -20.142030 -6.345180 0.2 0.0 0.2 0.379
H -9.019340 -19.352800 -5.781150 0.0 -0.4 -0.5 0.326
H -11.828770 -18.175510 -5.291450 0.1 0.0 0.7 0.241
H -10.669900 -17.568340 -6.360180 0.2 -0.1 -0.2 0.410
H -10.248870 -17.425930 -4.705720 -0.2 -0.4 0.3 0.347



Entry 4:
26
Properties=species:S:1:pos:R:3:forces:R:3:nbo_charge:R:1 method="wB97M-V/def2-TZVPD" lumo_ev=0.55 mol_weight_g_mol=131.219 fmax_ev_per_a=4.6 smiles="CC(C)(C)C.CC(N)=O" orbital_gap_ha=0.3728
C 1.269403 -0.023990 2.139731 0.7 0.7 1.4 0.667
C 2.068157 0.023078 0.886334 2.3 3.0 0.2 -0.762
C -0.968072 -0.137624 -1.560493 1.5 2.1 1.5 -0.095
C -1.968599 -1.121556 -0.990872 -0.3 -0.6 -2.4 -0.605
C -0.280103 0.690788 -0.376600 -0.1 -3.9 -2.3 -0.616
C -1.745371 0.978383 -2.161169 -2.4 3.3 -0.1 -0.598
C 0.099342 -0.730498 -2.450447 -0.3 -4.3 0.3 -0.603
H -0.451896 0.808838 2.815844 -1.0 0.5 1.5 0.398
H 0.121854 1.528123 1.249135 0.2 -2.4 3.6 0.416
H 3.099862 0.396220 1.155804 -0.8 -1.0 0.0 0.247
H 1.674475 0.834205 0.171983 1.8 -2.0 1.1 0.230
H 2.067104 -1.010730 0.615838 0.4 -0.5 -1.2 0.250
H -1.549636 -2.071827 -0.662549 0.1 0.3 0.6 0.221
H -2.589254 -0.543258 -0.312507 -0.2 -0.8 0.4 0.211
H -2.573331 -1.405097 -1.912355 0.2 0.2 1.2 0.205
H 0.299194 1.438652 -0.850920 0.9 0.8 -0.6 0.190
H -0.920653 1.198963 0.313092 -1.3 -0.4 -0.7 0.196
H 0.433955 -0.039235 0.111799 -2.7 1.2 -1.3 0.242
H -1.145553 2.024894 -2.210646 -1.3 -2.4 0.3 0.200
H -2.564640 1.035771 -1.245110 1.3 1.0 -3.0 0.202
H -2.233742 0.943547 -3.212340 0.5 -0.6 1.8 0.219
H -0.513263 -1.661449 -2.989031 1.9 2.4 0.7 0.209
H 0.572337 -0.047911 -3.161224 -0.2 -0.2 0.1 0.222
H 0.938127 -1.303376 -1.816711 -1.7 1.4 -1.4 0.209
N 0.121395 0.742327 2.031478 2.3 1.3 -0.6 -0.843
O 1.704595 -0.674263 3.100081 -1.8 0.9 -1.1 -0.612